A structure of composition C29H36BIN7Pd in a non-equilibrium geometry. Source: OMol25; level of theory: ωB97M-V/def2-TZVPD.

**Kohn-Sham gap (alpha / beta)**: 6.17 / 6.18 eV
**Highest occupied orbital energy (alpha / beta)**: -10.8 / -10.8 eV
**LUMO level (alpha / beta)**: -4.59 / -4.58 eV
**Charge**: +1

Cartesian coordinates (Å):
Pd -0.263 -0.018 0.055
C 7.268 0.074 -0.022
C 6.315 1.272 -0.009
C 6.564 2.105 -1.275
C 6.599 2.133 1.234
C 4.853 0.872 0.062
C 4.385 -0.424 0.276
C 3.024 -0.654 0.410
N 2.093 0.288 0.293
C 2.520 1.539 0.066
C 3.870 1.850 -0.039
C 1.509 2.588 -0.149
C 1.798 3.926 0.094
C 0.886 4.927 -0.224
C -0.295 4.501 -0.828
C -0.516 3.151 -1.029
N 0.334 2.194 -0.667
C 1.224 6.386 -0.004
C -0.041 7.251 0.037
C 2.101 6.831 -1.188
C 2.023 6.575 1.295
H 8.296 0.428 -0.056
H 7.104 -0.547 -0.900
H 7.164 -0.537 0.872
H 7.612 2.382 -1.332
H 5.978 3.020 -1.274
H 6.308 1.537 -2.167
H 7.650 2.402 1.274
H 6.350 1.593 2.144
H 6.017 3.050 1.208
H 5.065 -1.257 0.342
H 2.675 -1.657 0.626
H 4.157 2.867 -0.235
H 2.746 4.179 0.534
H -1.045 5.202 -1.146
H -1.423 2.826 -1.520
H -0.467 7.371 -0.958
H 0.196 8.245 0.410
H -0.791 6.814 0.693
H 1.581 6.687 -2.133
H 3.025 6.258 -1.217
H 2.350 7.885 -1.087
H 1.501 6.139 2.144
H 2.166 7.636 1.486
H 3.011 6.124 1.223
B -2.938 -2.741 0.387
N -3.241 -1.262 0.103
C -4.490 -0.783 0.194
C -4.512 0.506 -0.301
C -3.200 0.736 -0.699
N -2.448 -0.336 -0.443
N -1.450 -3.063 0.183
C -0.964 -4.313 0.213
C 0.352 -4.287 -0.211
C 0.598 -2.944 -0.481
N -0.500 -2.230 -0.229
H -3.264 -3.008 1.504
H -3.563 -3.398 -0.396
H -5.284 -1.385 0.584
H -5.339 1.182 -0.357
H -2.794 1.602 -1.186
H -1.576 -5.141 0.508
H 1.029 -5.109 -0.306
H 1.474 -2.479 -0.897
I -1.712 1.937 2.207
C -0.602 0.458 3.214
C -0.537 0.455 4.596
C 0.278 -0.491 5.199
C 0.964 -1.391 4.395
C 0.790 -1.325 3.022
N 0.028 -0.406 2.437
H -1.099 1.174 5.170
H 0.364 -0.512 6.276
H 1.620 -2.134 4.819
H 1.275 -2.030 2.360


A structure of composition C29H36BrIrNO8PS4 in a non-equilibrium geometry. Source: OMol25; level of theory: ωB97M-V/def2-TZVPD.

**Kohn-Sham gap (alpha / beta)**: 7.72 / 7.16 eV
**Highest occupied orbital energy (alpha / beta)**: -7.4 / -8.7 eV
**Spin multiplicity**: 5
**LUMO level (alpha / beta)**: 0.36 / -1.55 eV

Cartesian coordinates (Å):
Ir -10.143 -15.751 9.368
O -13.899 -15.602 5.197
S -14.908 -16.705 5.462
C -16.007 -16.045 6.753
C -15.427 -15.491 8.007
C -15.251 -13.979 8.003
C -14.507 -13.588 9.306
S -12.674 -13.696 9.343
O -12.330 -15.151 8.945
C -12.291 -12.671 7.936
C -12.214 -13.374 6.768
C -11.651 -12.761 5.637
C -11.145 -11.460 5.803
C -11.274 -10.798 7.002
C -11.735 -11.423 8.152
C -14.009 -17.970 6.414
C -14.634 -18.858 7.309
C -13.802 -19.594 8.145
C -12.411 -19.352 8.098
C -11.792 -18.556 7.174
C -12.575 -17.910 6.260
H -16.655 -16.889 6.976
H -16.502 -15.361 6.175
H -14.437 -15.951 8.213
H -15.975 -15.686 8.875
H -16.215 -13.527 7.933
H -14.639 -13.596 7.125
H -14.851 -14.323 10.111
H -14.784 -12.552 9.635
H -12.495 -14.323 6.855
H -11.537 -13.336 4.736
H -10.634 -10.930 4.898
H -11.030 -9.780 7.009
H -11.705 -10.852 9.018
H -15.710 -18.987 7.267
H -14.227 -20.417 8.755
H -11.690 -19.834 8.682
H -10.735 -18.574 7.024
H -12.162 -17.192 5.617
C -11.655 -20.359 14.132
C -11.845 -19.090 13.335
C -13.285 -18.913 12.868
O -11.069 -19.084 12.137
P -10.224 -17.792 11.809
S -11.165 -15.989 11.734
S -9.369 -18.087 10.023
O -9.150 -17.751 12.979
C -8.240 -16.659 13.100
C -6.872 -17.200 12.777
C -8.412 -16.193 14.588
H -12.294 -20.302 15.024
H -10.580 -20.420 14.362
H -11.895 -21.189 13.521
H -11.560 -18.236 13.855
H -13.709 -19.872 12.524
H -13.333 -18.212 12.017
H -13.855 -18.632 13.736
H -8.505 -15.887 12.407
H -6.679 -18.002 13.563
H -5.997 -16.507 12.746
H -6.907 -17.682 11.819
H -8.396 -17.070 15.225
H -9.446 -15.813 14.579
H -7.716 -15.349 14.785
O -8.146 -15.970 8.067
C -8.801 -15.609 7.091
O -10.073 -15.514 7.174
H -8.295 -15.488 6.084
Br -7.179 -10.850 14.860
C -7.779 -11.005 13.056
C -7.679 -9.932 12.179
N -7.962 -9.957 10.838
C -8.514 -11.076 10.389
C -8.560 -12.246 11.105
C -8.192 -12.238 12.434
C -9.107 -13.483 10.416
O -9.961 -13.403 9.502
O -8.673 -14.633 10.805
H -7.273 -8.960 12.666
H -8.871 -11.016 9.362
H -8.280 -13.148 13.036


Computed calculated total energy (Eh) in order:
-1960.2008; -6395.7136